[1]
# C17H58N4O12

A 12-piece molecular cluster, C17H58N4O12 overall at a distorted geometry (ωB97M-V with the def2-TZVPD basis set, OMol25).

DFT total energy = -49092.9861 eV
LUMO level = -0.367 eV
Structure (SMILES) = NC(N)=O.NC(N)=O.CCO.CCO.CCO.CCO.CCO.CO.CO.CO.CO.CO
Gap between HOMO and LUMO = 9.01 eV
Max |F| = 9.4 eV/Å

The geometry in XYZ format:
```
91
Properties=species:S:1:pos:R:3:lowdin_charge:R:1
H -1.496 -0.122 -4.020 0.0935
H 1.636 -1.790 -1.921 0.0301
H -0.322 -3.393 2.466 0.0941
H 0.273 3.076 -4.828 0.1315
H -1.359 -2.011 4.391 0.0428
O 4.095 1.619 -0.878 -0.1068
H -3.523 -1.624 2.707 0.0666
H -0.144 0.660 0.436 0.0849
N -3.263 1.459 -1.769 0.1640
C 1.251 0.687 4.406 -0.3679
O -2.464 2.379 0.291 -0.1272
C -4.375 -2.455 0.327 -0.2690
H -0.205 2.326 4.559 0.1057
C -0.394 -0.061 -3.867 -0.0481
O -3.011 -1.242 3.475 -0.1207
H -0.903 0.607 4.568 0.0489
C 4.588 -1.142 -2.731 -0.1752
H 1.222 1.004 -4.646 0.0703
H 0.002 -2.957 -0.859 0.0839
O -0.181 2.378 -4.291 -0.1067
H -0.220 -1.138 0.525 0.0365
H 3.609 0.703 1.802 0.0821
H 4.591 -2.209 -2.557 0.0761
H -0.810 -0.273 -0.787 0.0220
H 1.139 0.254 6.303 0.1408
O 1.285 -0.352 -0.664 -0.1541
O 1.788 -2.376 -2.669 -0.1086
O 3.634 -1.012 2.828 -0.1108
H -4.988 -2.443 -0.587 0.1225
C -3.444 0.985 2.720 -0.0924
O -4.850 -1.708 1.448 -0.0716
H 4.095 1.711 -3.554 0.1175
H 0.069 -1.021 -4.010 0.0697
N -1.201 2.298 -1.641 0.1790
H -0.721 -2.986 -2.575 0.0728
H 1.278 -4.243 -3.293 0.1076
H -0.300 3.029 1.303 0.1067
H -0.098 1.103 -5.708 0.1226
H 4.398 -1.323 -4.615 0.0860
H 4.172 -0.380 3.342 0.0995
C 0.186 1.092 -4.652 -0.3286
H -4.203 -3.498 0.529 0.1082
H -0.531 -1.683 2.602 0.0415
C 3.179 -0.305 1.770 -0.2303
H 1.076 2.028 -2.161 0.0843
H 5.293 -0.632 -2.058 0.0873
H -1.264 2.320 -2.652 0.0905
O 0.392 3.057 0.610 -0.1579
H -4.065 1.146 -1.186 0.1306
H 2.037 1.136 3.825 0.1084
H 1.032 4.966 0.986 0.0780
C -0.123 1.256 4.183 -0.0613
C 3.082 1.901 -1.855 -0.5096
H -0.037 4.838 -0.464 0.0994
H -4.596 -0.058 4.173 0.0953
C -2.983 -1.916 0.024 -0.0667
C 1.255 -3.666 -2.385 -0.3124
N 1.827 2.018 -1.507 0.1381
H 1.126 -0.306 4.339 0.0482
H 3.606 -0.734 -2.594 0.0379
H -3.039 0.391 4.695 0.0618
H -3.535 2.060 2.968 0.0813
H -3.175 0.916 -2.614 0.0934
H 1.052 -2.256 3.256 0.0868
O 5.162 -1.115 -4.030 -0.1380
H 3.576 -0.765 0.828 0.0953
H 1.508 4.437 -0.468 0.0657
H 1.732 2.559 -0.664 0.0847
C 0.693 4.364 0.203 -0.1465
N 3.208 2.043 -3.182 0.1728
H -0.504 -4.479 -1.672 0.0794
H 2.544 2.465 -3.879 0.1262
C -0.037 -0.313 -0.103 -0.1315
C -0.008 -2.508 3.083 -0.1810
H -0.227 1.148 3.030 0.0889
H -0.107 0.004 -2.859 0.0269
H -2.486 0.940 2.224 0.0268
H -2.273 -1.769 0.815 0.0609
C -3.571 0.001 3.916 -0.2638
H -5.630 -2.219 1.632 0.0932
C -0.108 -3.481 -1.836 -0.0870
C -2.295 2.056 -1.060 -0.5977
O 1.645 0.922 5.714 -0.0878
H -2.975 -1.086 -0.667 0.0538
H -4.234 0.680 1.984 0.0692
H -2.664 -2.653 -0.666 0.0533
O -0.477 -2.400 4.381 -0.1322
H 2.111 -0.159 1.831 0.0502
H -0.493 2.851 -1.114 0.0951
H 1.535 0.564 -0.971 0.0127
H 1.933 -4.220 -1.766 0.1076
```

=====

[2]
# C17H59BO21

A 16-piece molecular cluster, C17H59BO21 overall at a distorted geometry (ωB97M-V with the def2-TZVPD basis set, OMol25).

DFT total energy = -62258.4123 eV
LUMO level = -1.392 eV
Gap between HOMO and LUMO = 7.90 eV
Max |F| = 4.3 eV/Å

The geometry in XYZ format:
```
98
Properties=species:S:1:pos:R:3:lowdin_charge:R:1
H -3.336 2.130 -1.217 0.0839
C 0.126 2.899 1.507 -0.1485
H -0.312 9.705 1.097 0.0392
C 3.470 -0.794 1.764 -0.2016
H 3.105 -0.281 -3.651 0.1166
H 1.679 2.810 -2.567 0.0972
O -3.030 -6.912 -1.388 -0.0583
H -0.242 -7.257 2.877 0.0541
O -1.557 0.759 -4.375 -0.0431
O 0.260 -3.794 -3.796 0.0798
H -2.306 -6.349 -1.687 0.0240
C 1.993 2.166 3.299 -0.1792
H -1.721 1.283 -1.353 0.0691
H -1.537 -1.033 -0.598 0.1028
H -1.500 -4.887 1.654 0.0294
H 4.213 2.368 3.349 0.1047
H -2.026 4.916 -1.784 -0.0058
H -2.068 -5.638 0.459 0.0160
H -3.816 -6.480 -1.743 0.0102
H -2.718 6.254 -2.000 0.0382
O 1.814 6.992 1.669 -0.0618
O -1.713 3.135 -0.224 -0.2116
C -1.270 2.364 0.910 -0.2093
H -6.357 2.722 -0.060 0.0347
H -2.039 2.503 1.750 0.1131
H -1.220 1.243 0.726 0.1084
O 0.369 9.138 0.716 -0.0725
H 2.331 -2.312 -0.277 0.1232
C 1.276 -2.816 -3.788 -0.2953
H 3.172 -0.214 3.979 0.1077
H 3.230 -0.125 0.876 0.0985
C -0.123 -2.265 -1.928 -0.0014
H 0.124 2.467 -3.413 0.0987
H 2.667 -5.857 0.132 0.0452
H 0.458 -0.117 6.444 0.0540
H 1.740 1.616 4.267 0.0744
O -6.507 1.995 -0.676 -0.0606
O -0.162 -4.958 -6.620 -0.0571
H 0.744 3.220 0.598 0.0880
H 4.469 -1.289 1.503 0.1116
H 1.640 -1.584 2.719 0.0978
C 3.463 1.690 2.817 -0.2075
C -0.722 -3.402 -2.889 -0.2673
C -2.211 2.302 -1.294 -0.1172
H -1.164 1.432 4.394 -0.0002
C 1.073 1.969 -3.027 -0.0780
H -1.489 -0.071 -4.863 0.0412
H -5.788 1.376 -0.489 -0.0068
H 0.001 3.818 2.154 0.1140
H 1.254 5.105 -0.704 0.0592
C -0.756 -1.848 -0.576 -0.0902
H 1.066 -6.681 3.404 0.0579
H 1.532 1.210 1.361 0.0842
H 1.932 3.296 3.400 0.1056
H -0.160 -1.356 1.532 0.1187
H -1.236 -2.777 -0.120 0.1080
O -2.043 5.678 -2.377 -0.0614
H -0.933 0.652 -3.644 -0.0093
O 2.411 -3.096 -4.184 0.1357
H 1.658 -6.424 1.126 -0.0024
O 3.024 -0.106 -2.692 0.1288
H -3.809 -4.203 -3.043 0.0037
O 0.696 -7.180 2.664 -0.0461
H 3.524 1.972 1.709 0.1087
H -0.106 -4.505 -5.769 -0.0044
H -1.759 2.772 4.812 0.0476
H -4.201 -0.673 -0.719 0.0707
H 1.968 6.170 1.182 0.0087
B 1.644 -0.277 -2.427 -0.5102
O -3.784 0.184 -0.547 -0.0668
O -2.124 -4.792 0.924 -0.0531
H 1.660 1.689 -3.968 0.1094
O 1.815 -5.665 0.543 -0.0721
H 1.385 -3.475 0.759 0.0861
H 2.091 7.684 1.053 0.0348
H -0.269 1.200 6.220 0.0397
C 0.918 -1.699 -2.704 0.1063
H 0.402 8.376 1.312 0.0051
C 0.919 1.698 2.192 -0.1946
H 0.696 -4.795 -7.029 0.0370
H -3.859 0.291 0.412 0.0653
O -1.897 2.033 4.207 -0.0493
H 4.845 0.043 3.288 0.1039
H 2.868 -2.904 2.441 0.1131
H 0.719 -0.400 0.238 0.0844
C 2.415 -1.962 1.969 -0.1946
C 0.353 -1.432 0.523 -0.1863
O -1.946 -3.505 -3.079 0.1152
O 0.825 0.866 -2.129 -0.0323
O -4.570 -4.769 -2.835 -0.0610
H -4.594 -5.410 -3.557 0.0505
H -2.053 2.819 -2.303 0.0928
H 2.775 5.210 -0.723 0.0571
O 0.415 0.635 5.840 -0.0536
C 3.729 0.134 3.047 -0.1934
H 0.178 0.949 2.638 0.0970
O 2.054 4.661 -0.389 -0.0605
C 1.613 -2.363 0.618 -0.1863
```

=====

[3]
# C17H59ClNO15P

A 13-piece molecular cluster, C17H59ClNO15P overall at a distorted geometry (ωB97M-V with the def2-TZVPD basis set, OMol25).

DFT total energy = -72591.4375 eV
LUMO level = -0.070 eV
Gap between HOMO and LUMO = 8.67 eV
Max |F| = 7.5 eV/Å

The geometry in XYZ format:
```
94
Properties=species:S:1:pos:R:3:lowdin_charge:R:1
O -1.719 -4.626 -2.078 -0.1412
C -4.889 3.050 -1.905 -0.1559
H 3.567 -1.890 1.853 0.0591
O -5.323 1.721 1.742 -0.1353
H -3.769 2.100 3.024 0.0847
H -8.875 -1.822 -3.230 0.0785
H 1.694 -4.161 0.834 0.0608
H 3.314 3.321 -0.496 0.0862
H -1.965 4.918 8.521 0.0783
Cl 0.523 3.367 4.190 0.0956
P 0.139 2.384 2.300 0.6711
H 3.296 -5.604 0.059 0.0758
H 2.732 1.756 -2.065 0.0561
H -5.027 3.355 -2.944 0.0859
O 0.262 3.719 -1.381 -0.1408
H -4.255 0.390 2.891 0.0778
H 1.885 0.746 0.688 0.1225
O 1.962 2.620 -4.858 -0.1558
H -4.734 -0.873 -5.075 0.0839
H -0.286 4.521 -1.353 0.1055
H 4.155 -5.359 1.602 0.0795
C -1.604 4.831 7.494 -0.1763
C 7.699 -1.347 1.888 -0.1644
H -2.637 -4.448 -2.342 0.0854
H -1.034 -3.120 -3.300 0.0772
H -0.150 -5.736 0.377 0.0866
H 0.634 -7.890 -1.305 0.0837
O -1.819 6.060 6.824 -0.1355
O 3.862 2.519 -0.524 -0.1573
N 0.586 0.680 2.553 -0.2736
H -1.799 -1.820 2.631 0.1386
C 4.052 1.705 2.376 -0.1122
O -3.531 2.703 -1.703 -0.1373
H 0.780 2.294 -2.762 0.0604
H -1.489 5.952 5.916 0.0742
C 3.195 0.332 2.639 -0.3135
H 8.340 -1.197 2.760 0.0783
C -0.547 -0.279 2.214 -0.3416
H 4.311 1.855 1.224 0.0741
O -1.300 -0.023 1.137 -0.0799
H 1.094 2.570 -5.293 0.0900
H 2.554 -6.143 1.598 0.0691
H -0.722 -6.767 -1.588 0.0582
C -4.430 -0.522 -4.086 -0.1558
C 3.773 2.000 -1.839 -0.1480
C 3.174 -5.379 1.122 -0.1718
H 1.954 0.589 -4.530 0.0809
H 4.380 1.094 -1.905 0.0902
C 4.185 -0.935 2.180 -0.1102
O 1.179 3.209 1.175 -0.3913
H 8.280 -1.769 1.064 0.0765
H -0.868 2.956 -2.922 0.0793
C 1.786 0.248 1.742 -0.1961
O -6.879 -2.037 -2.780 -0.1492
C -8.134 -1.434 -2.526 -0.1565
H -3.621 -1.152 -3.710 0.0683
H -6.992 -2.995 -2.657 0.0877
C 0.173 3.200 -2.696 -0.1386
H -1.426 -2.642 -1.619 0.0744
H -5.522 2.184 -1.694 0.0740
H 4.148 2.740 -2.550 0.0848
H 0.548 3.940 -3.407 0.0811
H -5.594 1.009 1.138 0.0787
C -0.116 -7.258 -0.823 -0.1482
H 0.046 -3.589 -1.962 0.0792
H -3.348 1.174 1.560 0.0432
H -2.152 4.036 6.983 0.0728
H -3.439 2.437 -0.772 0.0806
O 0.541 -6.280 -0.038 -0.1447
H 3.517 2.626 2.860 0.0660
H -5.286 -0.566 -3.408 0.0503
O -0.929 -1.464 3.022 0.0121
C 2.574 1.352 -5.006 -0.1581
H 6.890 -2.034 2.148 0.0640
H 1.641 -0.919 1.536 0.1294
O -3.979 0.816 -4.192 -0.1375
H -8.042 -0.353 -2.655 0.0803
H 4.876 -1.291 3.080 0.0882
H 4.891 -0.642 1.276 0.0774
H 3.555 1.373 -4.525 0.0695
C -0.994 -3.422 -2.251 -0.1529
H 2.696 1.127 -6.068 0.0797
O 2.562 -4.112 1.270 -0.1449
H -3.716 1.100 -3.299 0.0438
H 5.092 1.569 2.920 0.0832
O 7.142 -0.108 1.490 -0.1547
H 2.949 0.125 3.784 0.1426
H 0.860 2.884 0.260 0.0332
H 7.884 0.479 1.266 0.0880
H -8.442 -1.651 -1.500 0.0763
H -0.535 4.603 7.504 0.0706
H -0.750 -7.876 -0.181 0.0788
C -4.103 1.319 2.337 -0.1657
H -5.156 3.879 -1.245 0.0825
```